51
Properties=species:S:1:pos:R:3:forces:R:3 method="wB97M-V/def2-TZVPD" lumo_ev=-6.374 energy_ev=-168958.70406 homo_lumo_gap_ev=7.83 e_homo_ev=-14.2 e_above_lowest_kj_mol=28.2 charge=+2
Al -0.195595 1.412683 0.785433 -0.1944 0.5207 -0.0085
Cl -3.009196 3.800321 1.118626 -0.0974 -0.0059 -0.0311
C -1.534509 3.974876 1.987486 0.1658 -0.0911 -0.1788
C -0.508249 3.081154 1.708432 -0.1506 0.0582 0.3741
C 0.639801 3.223716 2.455792 0.1462 -0.1647 -0.0594
Cl 1.825697 1.921238 2.084089 -0.0052 0.0246 0.0252
C 0.888900 4.177283 3.420080 -0.1567 0.0912 -0.0469
Cl 2.364420 4.239916 4.272693 -0.0094 -0.0250 -0.0281
C -0.157274 5.083342 3.647085 0.0490 -0.0201 0.0045
Cl 0.056601 6.314904 4.803728 -0.0159 -0.0112 -0.0079
C -1.370686 4.978851 2.940536 0.0896 0.0522 0.0514
Cl -2.632841 6.080704 3.261147 0.0025 -0.0294 -0.0264
Te 1.045722 1.833172 -1.508332 0.1235 -0.1200 0.0859
C 1.931691 -0.040555 -1.031087 -0.1388 -0.0150 -0.2383
C 1.116206 -1.166608 -0.973677 -0.0534 -0.0952 -0.1132
C 1.694214 -2.413000 -0.775380 0.0010 0.0090 0.0167
C 3.069783 -2.524233 -0.617680 -0.0207 0.0083 0.0144
C 3.871335 -1.392636 -0.666913 0.0224 0.0199 0.0113
C 3.306009 -0.141958 -0.885906 0.1367 0.0379 0.1301
C -0.164227 1.210415 -3.098853 -0.1191 -0.1477 -0.0913
C 0.421023 1.206066 -4.363345 0.0029 0.0332 0.1413
C -0.327364 0.769358 -5.445806 0.0343 0.0178 0.0041
C -1.637675 0.353387 -5.264012 -0.0221 -0.0200 -0.0587
C -2.216869 0.375740 -4.004000 -0.0281 0.0073 0.0450
C -1.482705 0.805375 -2.909247 0.0734 0.0814 0.0800
H 0.048097 -1.092090 -1.161383 0.0413 0.0222 0.0191
H 1.071568 -3.298188 -0.766915 0.0045 -0.0113 -0.0217
H 3.524071 -3.495949 -0.480995 -0.0010 -0.0253 0.0051
H 4.943743 -1.484659 -0.566062 0.0241 0.0135 0.0092
H 3.939974 0.732926 -0.953096 0.0197 -0.0018 -0.0187
H 1.439682 1.541764 -4.514657 -0.0011 -0.0130 0.0116
H 0.114966 0.764027 -6.432417 0.0014 -0.0031 -0.0034
H -2.216035 0.019557 -6.114111 -0.0138 -0.0019 -0.0151
H -3.245928 0.069477 -3.874801 -0.0125 0.0049 0.0063
H -1.945868 0.849888 -1.929749 -0.0053 -0.0366 -0.0058
C 1.113468 -1.644422 2.720713 0.1193 0.1041 -0.0339
N 0.047481 -2.391911 2.075726 -0.3057 0.0022 0.0290
C 0.033937 -3.754047 1.918658 -0.0760 -0.1829 -0.0650
C -1.133629 -4.077534 1.309894 0.2042 -0.1360 0.1173
N -1.815941 -2.908556 1.101901 0.1719 0.2071 0.0314
C -3.141149 -2.808107 0.500042 -0.1318 0.0153 -0.0434
C -1.086514 -1.884879 1.570803 -0.0615 0.1303 -0.0749
Se -1.749988 -0.110116 1.684746 0.2120 -0.2724 -0.0319
H 1.817975 -2.354950 3.142574 -0.0014 0.0138 0.0262
H 0.703403 -1.022960 3.514103 0.0097 0.0284 -0.0225
H 1.631383 -1.036330 1.977869 0.0156 -0.0052 0.0318
H 0.847794 -4.368101 2.259999 -0.0028 -0.0465 -0.0110
H -1.539711 -5.030260 1.021552 0.0158 -0.0379 0.0025
H -3.441912 -3.802717 0.185550 -0.0180 0.0148 -0.0135
H -3.102769 -2.146066 -0.361799 -0.0319 0.0019 0.0057
H -3.852311 -2.429305 1.230966 -0.0125 -0.0009 -0.0298